[1]
96
Properties=species:S:1:pos:R:3 method="wB97M-V/def2-TZVPD" smiles="COC(=O)OC.COC(=O)OC.COC(=O)OC.COC(=O)OC.COC(=O)OC.CC#N.CC#N.CC#N.CC#N.CC#N.CC#N" de_lowest_kcal_mol=0.00
C -19.080 -10.262 9.515
O -18.229 -10.385 8.392
C -18.802 -11.058 7.424
O -19.995 -11.084 7.213
O -17.901 -11.666 6.684
C -18.380 -12.240 5.500
H -19.930 -9.633 9.374
H -18.517 -9.942 10.414
H -19.462 -11.268 9.695
H -18.996 -13.098 5.639
H -17.516 -12.513 4.882
H -18.975 -11.527 4.907
C -24.295 -16.007 4.733
O -23.542 -14.787 4.478
C -24.010 -13.717 5.127
O -24.927 -13.649 5.897
O -23.383 -12.664 4.633
C -23.523 -11.444 5.400
H -23.717 -16.733 4.204
H -25.253 -15.868 4.268
H -24.245 -16.191 5.808
H -23.575 -10.644 4.700
H -22.519 -11.246 5.907
H -24.267 -11.430 6.165
C -16.009 -7.264 3.270
O -15.387 -8.468 3.784
C -14.166 -8.188 4.157
O -13.675 -7.117 4.284
O -13.583 -9.369 4.517
C -12.281 -9.434 5.043
H -16.812 -7.635 2.629
H -15.347 -6.677 2.578
H -16.328 -6.620 4.105
H -12.030 -10.505 5.184
H -12.261 -8.946 5.984
H -11.585 -8.912 4.431
C -16.598 -7.304 7.412
O -16.990 -7.122 8.818
C -18.273 -7.173 9.100
O -19.252 -7.397 8.353
O -18.462 -7.048 10.431
C -19.851 -7.045 10.765
H -16.158 -8.265 7.360
H -15.940 -6.484 7.225
H -17.456 -7.130 6.787
H -20.325 -8.026 10.443
H -20.359 -6.163 10.379
H -19.798 -7.046 11.837
C -25.004 -13.053 9.680
O -24.234 -14.253 9.632
C -23.333 -14.253 10.652
O -23.007 -13.311 11.308
O -22.881 -15.478 10.785
C -21.803 -15.706 11.680
H -24.296 -12.191 9.615
H -25.546 -12.997 10.612
H -25.665 -12.948 8.757
H -22.127 -16.193 12.583
H -21.338 -14.758 11.948
H -21.079 -16.371 11.180
C -23.709 -7.189 9.210
C -23.912 -8.201 8.188
N -24.157 -8.929 7.387
H -23.760 -6.229 8.770
H -22.811 -7.369 9.730
H -24.429 -7.309 10.016
C -21.217 -8.265 6.259
C -20.028 -7.818 5.520
N -19.145 -7.468 4.865
H -21.109 -9.313 6.418
H -22.030 -8.073 5.530
H -21.329 -7.741 7.177
C -20.502 -14.019 2.973
C -19.001 -13.951 2.979
N -17.869 -14.010 2.983
H -20.805 -13.161 2.413
H -20.942 -13.875 3.971
H -20.915 -14.919 2.575
C -22.030 -13.881 7.596
C -20.945 -14.334 8.446
N -19.993 -14.569 9.035
H -22.408 -12.952 8.064
H -22.788 -14.683 7.575
H -21.781 -13.679 6.557
C -20.114 -4.629 6.832
C -21.592 -4.649 7.048
N -22.731 -4.606 7.131
H -19.705 -3.621 6.702
H -19.942 -5.151 5.911
H -19.601 -5.131 7.696
C -21.740 -10.477 13.483
C -22.348 -9.454 12.622
N -22.849 -8.749 11.883
H -20.885 -10.868 12.954
H -22.407 -11.279 13.605
H -21.436 -10.125 14.503

***

[2]
58
Properties=species:S:1:pos:R:3 method="wB97M-V/def2-TZVPD" charge=+1 de_lowest_kcal_mol=0.00
Pd 0.015 -0.062 0.100
O -0.520 -0.357 4.048
C -0.701 -0.503 2.872
O -0.211 0.399 2.015
C -1.435 -1.695 2.327
C -2.496 -2.214 3.042
C -3.152 -3.330 2.560
C -2.784 -3.954 1.388
C -1.738 -3.414 0.674
C -1.016 -2.311 1.145
O 0.114 -1.933 0.533
N -1.390 -4.039 -0.611
O -1.365 -5.246 -0.653
O -1.214 -3.294 -1.556
N -4.296 -3.876 3.317
O -4.825 -4.871 2.875
O -4.619 -3.287 4.324
H -2.803 -1.757 3.972
H -3.306 -4.832 1.037
C 0.604 0.809 -4.873
N 1.633 0.735 -3.840
C 2.924 1.232 -3.937
C 3.546 0.978 -2.774
N 2.630 0.303 -1.960
C 1.456 0.177 -2.637
S 0.023 -0.596 -2.147
C 2.966 -0.196 -0.671
C 4.255 -0.646 -0.471
C 4.679 -0.941 0.814
C 3.802 -0.748 1.866
C 2.507 -0.364 1.586
N 2.080 -0.114 0.335
H 1.017 1.340 -5.725
H -0.259 1.348 -4.487
H 0.306 -0.192 -5.177
H 3.273 1.736 -4.820
H 4.528 1.244 -2.431
H 4.914 -0.766 -1.318
H 5.683 -1.306 0.983
H 4.087 -0.923 2.892
H 1.772 -0.241 2.368
F -0.926 4.908 -4.283
C -1.156 4.851 -2.972
C -1.912 3.893 -2.444
N -2.164 3.833 -1.082
C -2.723 2.633 -0.517
C -1.652 1.601 -0.317
O -1.942 0.368 -0.119
O -0.420 1.893 -0.351
C -1.601 4.742 -0.191
O -1.740 4.640 1.004
N -0.879 5.750 -0.792
C -0.546 5.893 -2.141
O 0.167 6.775 -2.538
H -2.377 3.133 -3.059
H -3.505 2.224 -1.156
H -3.155 2.855 0.460
H -0.483 6.433 -0.160

***

[3]
101
Properties=species:S:1:pos:R:3 method="wB97M-V/def2-TZVPD" total_energy_ev=-175769.0584 spin_multiplicity=2 charge=+1
Co -1.369 -0.851 0.624
O 3.080 0.825 5.598
C 3.241 -0.375 4.888
C 2.112 -0.550 3.914
C 2.107 -1.620 3.020
C 1.070 -1.722 2.116
N 0.066 -0.852 2.053
C 0.048 0.178 2.925
C 1.067 0.358 3.856
C -1.100 1.081 2.798
C -1.321 2.208 3.591
C -2.434 3.002 3.354
C -2.755 4.186 4.233
O -2.144 4.146 5.494
C -3.260 2.684 2.275
C -2.990 1.537 1.556
N -1.965 0.742 1.828
H 3.791 0.918 6.239
H 3.262 -1.237 5.572
H 4.186 -0.385 4.321
H 2.905 -2.346 3.028
H 1.038 -2.536 1.406
H 1.077 1.197 4.532
H -0.650 2.483 4.391
H -3.848 4.274 4.314
H -2.382 5.094 3.744
H -2.582 3.492 6.049
H -4.102 3.307 2.013
H -3.624 1.236 0.733
C -1.345 -3.603 -1.267
O -0.851 -2.292 -1.029
H -1.234 -4.185 -0.353
H -0.777 -4.088 -2.065
H -2.397 -3.585 -1.557
H -1.281 -1.680 -1.701
Br -3.307 -5.523 2.731
C -3.153 -4.091 3.960
C -3.047 -4.381 5.312
C -2.905 -3.356 6.230
C -2.874 -2.039 5.799
C -3.002 -1.743 4.451
C -3.140 -2.769 3.528
I -3.429 -2.339 1.460
H -3.088 -5.411 5.632
H -2.824 -3.590 7.281
H -2.765 -1.237 6.514
H -2.999 -0.715 4.121
O -1.972 -0.462 -2.537
C -1.755 0.561 -1.864
O -0.996 0.561 -0.837
C -2.286 1.885 -2.302
C -3.000 2.016 -3.489
C -3.395 3.268 -3.923
C -3.062 4.393 -3.185
C -2.350 4.269 -2.003
C -1.977 3.018 -1.555
H -3.231 1.124 -4.049
H -3.964 3.373 -4.835
H -3.355 5.370 -3.535
H -2.084 5.145 -1.433
H -1.430 2.895 -0.634
C 4.180 -1.906 -2.794
C 3.055 -1.877 -1.782
C 3.588 -1.408 -0.442
C 2.401 -3.240 -1.649
Sb 1.325 -0.419 -2.367
C 0.906 -0.724 -4.666
C 2.183 -1.056 -5.405
C 0.295 0.556 -5.191
C -0.078 -1.871 -4.730
C 2.185 1.696 -1.896
C 3.586 1.843 -2.454
C 2.161 1.809 -0.381
C 1.266 2.741 -2.497
H 5.055 -2.378 -2.344
H 4.465 -0.907 -3.103
H 3.918 -2.482 -3.674
H 4.226 -2.185 -0.017
H 2.781 -1.211 0.260
H 4.193 -0.509 -0.548
H 3.122 -3.959 -1.259
H 2.057 -3.604 -2.617
H 1.554 -3.206 -0.966
H 2.999 -0.389 -5.137
H 2.010 -0.950 -6.478
H 2.481 -2.083 -5.219
H 1.035 1.351 -5.252
H -0.538 0.886 -4.576
H -0.091 0.384 -6.196
H 0.327 -2.766 -4.260
H -0.288 -2.107 -5.771
H -1.012 -1.609 -4.244
H 4.269 1.107 -2.039
H 3.966 2.832 -2.194
H 3.589 1.756 -3.539
H 2.895 1.160 0.086
H 1.174 1.567 0.007
H 2.397 2.831 -0.089
H 1.347 2.788 -3.579
H 1.533 3.722 -2.101
H 0.232 2.551 -2.230

***

[4]
128
Properties=species:S:1:pos:R:3 method="wB97M-V/def2-TZVPD" smiles="CCCc1cc(OCC)c2c(c1)C(=O)NC2=O.Fc1ccccc1.Fc1ccccc1.Fc1ccccc1.Fc1ccccc1.Fc1ccccc1.Fc1ccccc1.Fc1ccccc1.Fc1ccccc1" total_energy_ev=-93516.0411
C -2.347 1.039 1.044
C -1.707 -0.430 1.315
C -1.076 -1.078 -0.041
C 0.107 -0.080 -0.490
C 1.430 -0.159 0.359
C 2.591 0.800 0.021
O 3.829 0.896 0.690
C 3.802 0.274 1.997
C 2.846 1.023 3.067
C 2.375 1.788 -1.172
C 1.091 1.843 -2.034
C -0.074 0.884 -1.680
C 1.250 2.941 -3.170
O 0.412 3.381 -3.993
N 2.681 3.345 -3.035
C 3.322 2.915 -1.764
O 4.365 3.444 -1.337
H -2.831 1.412 2.007
H -1.557 1.809 0.742
H -3.075 0.952 0.167
H -2.479 -1.114 1.809
H -0.814 -0.252 2.008
H -0.587 -2.071 0.229
H -1.906 -1.170 -0.814
H 1.561 -0.901 1.219
H 4.872 0.380 2.421
H 3.621 -0.867 1.958
H 3.346 1.222 4.070
H 1.983 0.284 3.288
H 2.356 1.936 2.594
H -1.007 0.948 -2.330
H 3.091 2.849 -3.853
F -1.631 0.831 -6.445
C -1.642 1.999 -7.110
C -0.907 3.068 -6.621
C -0.915 4.275 -7.313
C -1.667 4.402 -8.479
C -2.405 3.324 -8.958
C -2.389 2.113 -8.273
H -0.334 2.952 -5.707
H -0.338 5.115 -6.943
H -1.676 5.346 -9.015
H -2.993 3.426 -9.863
H -2.951 1.260 -8.635
F -1.203 6.838 -0.378
C 0.119 7.049 -0.486
C 0.929 6.048 -0.998
C 2.297 6.268 -1.116
C 2.841 7.485 -0.709
C 2.018 8.481 -0.192
C 0.648 8.265 -0.085
H 0.488 5.105 -1.302
H 2.939 5.495 -1.522
H 3.909 7.655 -0.797
H 2.444 9.426 0.128
H -0.008 9.033 0.307
F 2.981 -4.720 2.846
C 4.298 -4.493 2.701
C 4.949 -4.956 1.569
C 6.311 -4.716 1.417
C 7.009 -4.025 2.406
C 6.345 -3.570 3.542
C 4.981 -3.800 3.688
H 4.391 -5.498 0.814
H 6.829 -5.067 0.531
H 8.072 -3.843 2.289
H 6.890 -3.036 4.313
H 4.447 -3.445 4.562
F -4.557 5.426 -9.643
C -5.705 5.035 -9.067
C -5.683 4.555 -7.767
C -6.872 4.153 -7.167
C -8.067 4.226 -7.878
C -8.076 4.705 -9.185
C -6.889 5.117 -9.782
H -4.742 4.498 -7.232
H -6.868 3.783 -6.148
H -8.994 3.908 -7.411
H -9.007 4.757 -9.739
H -6.878 5.501 -10.795
F -5.501 0.018 0.790
C -6.111 1.185 1.055
C -6.552 1.976 0.006
C -7.188 3.183 0.281
C -7.366 3.588 1.601
C -6.915 2.788 2.646
C -6.288 1.576 2.373
H -6.397 1.648 -1.015
H -7.543 3.806 -0.532
H -7.858 4.532 1.815
H -7.050 3.107 3.674
H -5.939 0.936 3.174
F 5.655 -5.495 -1.893
C 4.665 -6.311 -2.285
C 3.738 -5.863 -3.212
C 2.714 -6.711 -3.621
C 2.623 -7.995 -3.089
C 3.556 -8.433 -2.155
C 4.587 -7.589 -1.754
H 3.820 -4.857 -3.609
H 1.988 -6.372 -4.352
H 1.821 -8.655 -3.405
H 3.482 -9.432 -1.739
H 5.328 -7.917 -1.034
F 3.250 -5.429 6.320
C 1.977 -5.852 6.395
C 1.531 -6.469 7.555
C 0.211 -6.902 7.635
C -0.645 -6.723 6.551
C -0.185 -6.107 5.390
C 1.132 -5.664 5.313
H 2.213 -6.606 8.386
H -0.150 -7.378 8.540
H -1.673 -7.065 6.612
H -0.851 -5.972 4.545
H 1.504 -5.176 4.422
F -1.469 -2.538 8.981
C -0.149 -2.327 8.865
C 0.658 -3.331 8.352
C 2.026 -3.110 8.227
C 2.572 -1.892 8.626
C 1.752 -0.894 9.144
C 0.383 -1.110 9.259
H 0.216 -4.274 8.055
H 2.666 -3.884 7.821
H 3.640 -1.722 8.532
H 2.180 0.053 9.458
H -0.271 -0.340 9.652

***

[5]
109
Properties=species:S:1:pos:R:3 method="wB97M-V/def2-TZVPD" total_energy_ev=-2580388.8809 charge=+1
C -0.727 -0.265 -2.876
C 0.173 -1.620 -3.095
C 0.693 -2.110 -1.585
C -0.100 -3.455 -1.071
C 0.304 -3.954 0.442
C 1.194 -2.839 1.252
C 1.465 -3.206 2.837
C 0.705 -2.103 3.840
C 1.754 -1.462 4.923
C 1.892 0.149 4.945
N 2.654 0.793 3.770
S 3.362 2.241 4.539
C 1.550 1.346 2.867
O 2.028 2.154 1.737
N 1.823 1.525 0.558
O 0.728 1.926 0.149
C 3.651 -0.096 3.106
P 4.935 0.601 1.944
O 5.047 2.144 1.733
O 4.728 -0.197 0.370
O 6.533 0.057 2.499
H -1.095 0.095 -3.937
H -0.058 0.598 -2.398
H -1.611 -0.431 -2.114
H 1.145 -1.315 -3.674
H -0.445 -2.484 -3.591
H 0.540 -1.166 -0.890
H 1.868 -2.270 -1.649
H 0.191 -4.323 -1.811
H -1.273 -3.269 -1.074
H -0.645 -4.182 1.119
H 0.933 -4.960 0.418
H 2.226 -2.740 0.672
H 0.687 -1.782 1.199
H 1.143 -4.326 3.095
H 2.645 -3.192 2.977
H -0.085 -2.768 4.440
H 0.064 -1.330 3.240
H 1.334 -1.775 5.998
H 2.780 -2.067 4.843
H 2.506 0.432 5.930
H 0.826 0.607 5.100
H 3.417 3.303 3.623
H 0.844 2.074 3.498
H 0.841 0.527 2.424
H 3.035 -0.929 2.512
H 4.235 -0.676 3.972
H 4.267 -1.098 0.510
H 6.587 -0.936 2.375
C -2.933 1.412 0.342
Br -2.509 -0.481 0.484
Br -3.337 1.928 -1.490
Br -4.350 1.931 1.570
H -2.035 1.964 0.639
C -6.054 2.789 -4.870
Br -4.823 1.540 -5.712
Br -7.196 1.910 -3.564
Br -5.124 4.318 -4.106
H -6.708 3.175 -5.659
C 3.798 -6.200 -0.525
Br 2.630 -5.620 -1.970
Br 4.012 -4.821 0.830
Br 3.213 -7.887 0.245
H 4.786 -6.374 -0.964
C 4.199 4.440 -0.863
Br 4.152 3.200 -2.360
Br 5.527 5.838 -1.122
Br 2.440 5.176 -0.477
H 4.506 3.867 0.018
C -0.781 1.724 7.717
Br 0.646 0.580 8.379
Br -0.112 3.082 6.495
Br -2.230 0.692 6.930
H -1.197 2.250 8.583
C -1.115 6.097 -3.314
Br -0.691 4.203 -3.171
Br -1.520 6.612 -5.145
Br -2.533 6.615 -2.086
H -0.218 6.649 -3.017
C 7.981 -5.442 -0.900
Br 6.814 -4.862 -2.344
Br 8.195 -4.063 0.455
Br 7.396 -7.130 -0.130
H 8.970 -5.616 -1.338
C -7.613 2.075 -8.527
Br -8.067 0.200 -8.282
Br -7.630 2.584 -10.404
Br -8.739 3.240 -7.451
H -6.586 2.205 -8.170
C -10.618 6.025 -11.284
Br -11.663 4.486 -10.714
Br -9.067 6.309 -10.145
Br -10.125 5.910 -13.162
H -11.260 6.905 -11.175
C 1.744 -2.325 11.645
Br 0.007 -1.452 11.600
Br 1.626 -4.136 12.345
Br 2.625 -2.276 9.911
H 2.371 -1.755 12.338
C 1.926 1.022 -6.501
Br 3.368 0.897 -5.201
Br 0.846 -0.596 -6.541
Br 0.840 2.611 -6.226
H 2.392 1.120 -7.487
C -6.367 -1.459 3.247
Br -7.412 -2.998 3.817
Br -4.816 -1.175 4.387
Br -5.875 -1.574 1.369
H -7.009 -0.579 3.356